24
Properties=species:S:1:pos:R:3:mulliken_charge:R:1 method="wB97M-V/def2-TZVPD" mol_weight_g_mol=389.73 e_lumo_ev=-14.147 total_charge=+2 homo_ev=-16.601 orbital_gap_ha=0.0902
C -1.65 0.53 -0.51 0.63
H 3.30 -3.82 -2.04 0.27
C -3.07 3.46 2.46 0.64
C 2.71 -2.44 -0.44 -0.31
O -1.42 0.24 -1.63 -0.41
O 1.18 -0.70 -2.93 -0.44
C 3.55 -2.82 -1.68 -0.36
O -3.27 2.49 1.63 -0.19
O -0.94 3.92 3.77 -0.10
H 2.48 -3.34 0.13 0.33
O 3.09 -1.84 -2.63 -0.31
O -3.77 4.29 2.90 -0.12
C -1.45 3.19 3.05 0.60
In -0.51 1.06 -4.34 0.99
H 3.33 -1.79 0.18 0.29
B -2.09 1.61 1.47 0.66
O -2.32 -1.65 0.48 -0.28
H 4.62 -2.73 -1.55 0.31
O -2.43 0.22 1.70 -0.34
C -2.23 -0.51 0.61 0.57
O -1.10 2.10 2.47 -0.21
O -1.49 1.67 0.13 -0.46
C 1.91 -1.37 -2.25 0.47
O 1.59 -1.78 -1.01 -0.24